Entry 1:
Density functional theory data (ωB97M-V/def2-TZVPD) for a molecular structure, C26H44BF5GaN2P2 at a distorted geometry.

Last column: Löwdin charge in e.
Positions of all 81 atoms, in Å:
Ga 0.136 0.584 -1.965  0.94
C -3.389 1.006 0.674  -0.08
C -2.827 -0.398 0.399  -0.66
C -3.886 -1.475 0.655  -0.07
C -1.630 -0.640 1.338  -0.10
P -2.146 -0.417 -1.336  1.12
C -1.402 -2.122 -1.512  -0.23
N -0.089 -2.085 -0.901  -0.03
B 0.849 -1.020 -0.977  -0.60
N 1.897 -1.267 -0.060  0.01
C 2.792 -0.253 0.516  -0.24
P 1.823 1.176 1.277  1.14
C 2.734 2.765 0.850  -0.71
C 4.024 3.066 1.611  -0.08
C 1.719 3.899 1.098  -0.11
C 3.016 2.760 -0.649  -0.11
C 1.999 0.808 3.106  -0.69
C 1.274 1.907 3.897  -0.10
C 1.230 -0.506 3.315  -0.09
C 3.443 0.630 3.617  -0.08
C 1.636 -2.532 0.508  -0.17
C 2.395 -3.294 1.380  -0.02
C 1.905 -4.536 1.770  -0.07
C 0.691 -5.016 1.281  -0.08
C -0.057 -4.272 0.376  -0.01
C 0.428 -3.032 -0.002  -0.17
C -3.448 -0.176 -2.645  -0.69
C -3.521 1.342 -2.886  -0.09
C -4.836 -0.703 -2.291  -0.07
C -2.956 -0.857 -3.922  -0.09
H -3.637 1.088 1.737  0.10
H -4.301 1.204 0.108  0.07
H -2.659 1.786 0.444  0.09
H -3.940 -1.638 1.734  0.10
H -3.642 -2.437 0.198  0.08
H -4.876 -1.181 0.317  0.07
H -1.950 -0.414 2.360  0.10
H -0.778 0.002 1.104  0.03
H -1.294 -1.679 1.320  0.09
H -1.354 -2.377 -2.568  0.09
H -2.017 -2.869 -1.016  0.09
H 3.430 0.145 -0.268  0.08
H 3.434 -0.740 1.248  0.08
H 3.847 3.186 2.678  0.06
H 4.441 4.010 1.242  0.09
H 4.781 2.290 1.468  0.09
H 1.490 4.029 2.154  0.06
H 0.781 3.712 0.574  0.07
H 2.131 4.846 0.728  0.09
H 3.671 1.958 -0.979  0.07
H 3.481 3.708 -0.938  0.10
H 2.082 2.702 -1.217  0.05
H 0.277 2.105 3.490  0.08
H 1.835 2.843 3.911  0.07
H 1.150 1.585 4.937  0.09
H 0.192 -0.430 2.971  0.05
H 1.214 -0.738 4.385  0.10
H 1.694 -1.352 2.802  0.06
H 3.836 1.548 4.049  0.07
H 4.141 0.307 2.842  0.06
H 3.460 -0.130 4.404  0.09
H 3.353 -2.942 1.744  0.12
H 2.483 -5.146 2.453  0.11
H 0.334 -5.990 1.594  0.11
H -0.986 -4.666 -0.025  0.11
H -3.819 1.896 -1.995  0.07
H -4.261 1.544 -3.667  0.10
H -2.567 1.738 -3.230  0.06
H -5.270 -0.183 -1.438  0.07
H -4.833 -1.776 -2.087  0.09
H -5.495 -0.528 -3.147  0.10
H -1.958 -0.537 -4.194  0.05
H -3.619 -0.580 -4.745  0.11
H -2.964 -1.946 -3.841  0.09
F 0.575 2.717 -4.102  0.12
C 0.713 1.454 -3.736  -0.45
F 2.064 1.243 -3.493  0.01
C 0.450 0.543 -4.955  -0.61
F 1.417 0.604 -5.843  0.21
F 0.361 -0.728 -4.504  0.12
F -0.706 0.874 -5.532  0.17

Its total charge is +1. Its LUMO energy is -4.04 eV. The calculation puts the energy above the lowest of the compared OMol25 structures with the same formula, charge and spin at 20.92 kcal per mole. For the orbital gap, the calculation gives 6.806 eV.

Entry 2:
Density functional theory data (ωB97M-V/def2-TZVPD) for 2 unconnected molecules or ions with the total composition C26H44O4 at a distorted geometry.

Last column: Löwdin charge in e.
Positions of all 74 atoms, in Å:
C 2.468 1.112 -4.786  -0.12
H 1.332 1.365 -4.849  0.13
H 2.788 1.421 -5.683  0.06
C 2.783 -0.223 -4.450  -0.23
H 2.564 -0.726 -5.350  0.10
H 3.985 -0.334 -4.420  0.17
C 2.379 -0.904 -3.190  -0.12
C 1.873 0.328 -2.192  -0.16
H 1.184 1.040 -2.574  0.12
O 3.159 1.036 -1.852  -0.05
H 3.682 0.219 -1.634  0.11
C 1.322 -0.378 -0.950  -0.31
C 0.262 -1.032 -1.045  -0.29
H -0.686 -0.656 -1.327  0.13
C -0.283 -1.700 0.279  -0.12
C -0.432 -0.777 1.326  -0.24
H -1.225 -0.021 1.000  0.16
H -0.772 -1.168 2.277  0.12
C 0.507 0.263 1.650  -0.29
C 1.796 -0.602 2.377  0.04
H 1.353 -0.921 3.159  -0.02
H 2.571 0.017 2.616  0.05
H 2.173 -1.345 1.749  0.05
C 1.264 0.570 0.249  -0.09
H 1.900 1.295 0.307  0.06
C 0.178 1.874 -0.123  -0.12
H 0.873 2.718 -0.789  0.18
H -0.752 1.385 -0.768  0.16
C -0.200 2.359 1.093  -0.33
H -1.340 2.436 1.180  0.16
H -0.093 3.452 1.214  0.14
C 0.185 1.665 2.187  -0.32
H 1.104 2.005 2.702  0.18
C -0.693 1.574 3.400  -0.36
C -0.252 0.626 4.551  -0.05
H -0.529 -0.585 4.378  0.13
H -1.041 0.890 5.406  0.08
H 0.835 0.637 4.963  0.11
C -1.092 2.859 3.969  -0.24
H -0.952 3.459 3.130  0.08
C -2.373 3.034 4.652  -0.15
C -2.630 2.101 5.795  -0.82
O -2.094 2.563 6.778  0.09
O -3.554 1.481 5.682  0.29
H -3.903 0.979 6.443  0.20
H -3.221 2.821 3.916  0.13
H -2.584 4.201 4.789  0.18
H -0.261 3.235 4.916  0.22
H -1.864 1.113 3.018  0.22
H 0.571 -2.549 0.647  0.17
H -1.196 -2.400 0.241  0.14
C 0.328 -2.290 -2.103  -0.40
C 1.262 -3.271 -1.523  -0.13
H 2.410 -2.937 -1.111  0.14
H 1.051 -4.030 -0.749  0.05
H 1.739 -4.183 -2.364  0.17
C -0.884 -3.005 -2.462  -0.19
C -1.958 -2.319 -3.105  -0.26
H -2.415 -1.530 -2.339  0.20
C -1.381 -1.752 -4.092  -0.47
C -0.228 -0.679 -4.065  0.03
H -0.433 0.015 -3.391  0.05
H 0.092 -0.391 -5.031  0.10
C 0.996 -1.751 -3.503  -0.03
H 1.244 -2.401 -4.073  0.02
O -1.281 -2.508 -5.338  -0.03
H -0.577 -3.160 -5.083  0.10
H -2.322 -1.057 -4.626  0.20
H -2.720 -2.940 -3.374  0.12
H -1.139 -3.852 -1.274  0.21
H -0.705 -4.049 -2.979  0.15
H 2.278 -1.032 -0.320  0.22
H 2.913 -1.530 -2.853  0.01
H 2.513 1.823 -4.178  0.00

Its LUMO energy is 0.35 eV. The calculation puts the energy above the lowest of the compared OMol25 structures with the same formula, charge and spin at 596.52 kcal per mole. For the orbital gap, the calculation gives 9.098 eV.

Entry 3:
Density functional theory data (ωB97M-V/def2-TZVPD) for a molecular structure, C26H45Cl3O2P2Pm at a distorted geometry.

Last column: Mulliken spin population.
Positions of all 79 atoms, in Å:
Pm 0.150 0.356 0.038  4.03
C 2.747 -0.640 -0.865  0.00
C 2.645 0.796 -0.790  0.01
C 2.709 -0.058 1.353  -0.01
C 2.885 -1.141 0.440  -0.02
C 2.543 1.147 0.608  -0.02
C 2.891 -1.482 -2.100  0.00
H 2.441 -1.007 -2.985  0.00
H 2.405 -2.463 -1.959  0.00
H 3.955 -1.675 -2.318  0.00
C 3.222 -2.521 0.832  0.00
H 3.312 -3.190 -0.034  0.00
H 2.438 -2.911 1.492  0.00
H 4.170 -2.580 1.384  0.00
C 2.795 -0.140 2.829  0.00
H 3.814 0.086 3.183  0.00
H 2.537 -1.150 3.175  0.00
H 2.122 0.578 3.312  0.00
C 2.282 2.485 1.196  0.00
H 3.219 3.067 1.226  0.00
H 1.869 2.444 2.219  0.00
H 1.562 3.062 0.601  0.00
C 3.000 1.714 -1.885  0.00
H 4.053 1.562 -2.167  0.00
H 2.877 2.758 -1.600  0.00
H 2.399 1.545 -2.788  0.00
C -1.684 0.447 -1.697  0.01
C -0.505 0.525 -2.394  0.02
C -0.241 1.643 -3.362  0.00
C 0.163 3.019 -2.810  0.00
C 0.080 3.196 -1.320  0.01
C -1.096 3.129 -0.675  0.00
C -2.384 2.935 -1.422  -0.01
C -2.759 1.490 -1.812  0.01
H -1.147 1.802 -3.969  0.00
H -0.479 3.781 -3.292  0.00
H 0.543 1.331 -4.063  0.00
H -3.135 1.515 -2.850  0.00
H -2.011 -0.521 -1.286  -0.01
H 0.106 -0.379 -2.533  -0.01
H -3.622 1.185 -1.201  0.00
H -3.211 3.355 -0.832  0.00
H -1.197 3.550 0.324  0.00
H -2.371 3.534 -2.347  0.00
H 1.184 3.264 -3.141  0.00
H 0.937 3.725 -0.888  0.00
P -0.828 -2.794 -1.262  0.00
C 0.042 -4.276 -0.637  0.00
H -0.434 -5.162 -1.065  0.00
H 0.001 -4.328 0.456  0.00
H 1.091 -4.238 -0.941  0.00
C -2.561 -3.211 -0.845  0.00
H -2.787 -4.232 -1.178  0.00
H -3.257 -2.499 -1.309  0.00
H -2.661 -3.137 0.248  0.00
C -0.868 -3.086 -3.059  0.00
H -1.476 -2.301 -3.528  0.00
H -1.312 -4.067 -3.254  0.00
H 0.152 -3.038 -3.455  0.00
P -1.754 1.284 2.187  0.01
C -1.218 2.855 2.937  0.00
H -2.088 3.400 3.333  0.00
H -0.694 3.487 2.201  0.00
H -0.515 2.627 3.748  0.00
C -3.437 1.584 1.556  0.00
H -3.436 2.328 0.751  0.00
H -4.089 1.924 2.375  0.00
H -3.828 0.638 1.153  0.00
C -2.199 0.383 3.707  0.00
H -3.039 0.894 4.192  0.00
H -1.337 0.373 4.381  0.00
H -2.480 -0.648 3.476  0.00
Cl -1.465 -3.678 4.447  0.00
C -0.244 -2.812 3.500  0.00
Cl 0.404 -1.519 4.558  0.00
Cl 0.962 -4.008 2.946  0.00
C -0.821 -2.144 2.167  0.00
O -2.005 -2.388 1.911  0.00
O -0.033 -1.377 1.478  -0.03

Its total charge is +1. Its LUMO energy (alpha / beta) is -4.00 / -3.93 eV. Its spin multiplicity is 5. For the orbital gap (alpha / beta), the calculation gives 5.998 / 6.103 eV.